(1)
59
Properties=species:S:1:pos:R:3:mulliken_charge:R:1 method="wB97M-V/def2-TZVPD" total_energy_ev=-130328.5143 relative_energy_kcal_mol=142.6 lumo_ha=-0.1096 total_charge=0 homo_lumo_gap_ev=6.18 homo_energy_ev=-9.16 fmax_ha_per_bohr=0.2116 multiplicity=1
Na -2.47974 2.17309 -2.14714 0.95
Na -3.25745 1.47239 -6.23254 0.95
C 2.28836 1.90004 1.33748 -1.27
C 3.05306 0.67143 1.94083 -0.18
C 2.14702 -0.59318 1.81025 -1.03
N 2.73909 -1.87746 2.55140 0.12
C 4.03625 -2.33443 1.76306 -0.76
C 4.45687 -3.68420 2.25157 -0.66
C 3.41595 -4.77540 1.94965 -0.61
C 2.06683 -4.37354 2.51771 -0.70
C 1.58840 -2.90656 2.44172 -0.66
C 3.13151 -1.59540 3.99087 -1.14
H 2.78783 2.28099 0.44669 0.36
H 2.21084 2.73326 2.03594 0.33
H 1.29689 1.66515 0.95028 0.35
H 3.37078 0.88340 2.96173 0.33
H 3.95065 0.52451 1.34012 0.28
H 2.03097 -0.79009 0.74448 0.50
H 1.12110 -0.52174 2.17149 0.59
H 3.83095 -2.39687 0.69439 0.38
H 4.71392 -1.51467 2.00147 0.56
H 5.40085 -3.92581 1.76308 0.36
H 4.60750 -3.48315 3.31222 0.33
H 3.34655 -5.07349 0.90350 0.37
H 3.66133 -5.67364 2.51627 0.31
H 1.34674 -4.99789 1.98880 0.34
H 2.00330 -4.56627 3.58865 0.37
H 1.05757 -2.83562 1.49236 0.45
H 0.94953 -2.62062 3.27731 0.43
H 2.41647 -0.95739 4.51024 0.31
H 4.11822 -1.13502 3.94031 0.41
H 3.16781 -2.58847 4.43873 0.50
N -5.07229 3.91670 -4.27027 -0.22
S -6.53508 4.17995 -4.34042 1.01
O -7.24782 3.92968 -5.59715 -0.60
O -7.05516 5.21513 -3.47033 -0.54
F -6.99760 2.89029 -3.49877 -0.31
S -4.61116 5.54984 -4.40884 1.08
O -4.15678 6.17998 -3.11031 -0.57
O -5.23106 6.48402 -5.35116 -0.53
F -3.12947 5.28314 -5.00003 -0.27
N -0.41194 0.03007 -4.34983 -0.17
S 0.16086 -1.36952 -4.42887 0.96
O 0.87729 -1.86277 -3.26639 -0.51
O 0.35994 -1.91765 -5.73768 -0.58
F -1.28144 -1.94421 -4.06893 -0.34
S 1.15393 0.68676 -4.73749 1.05
O 1.44038 0.98267 -6.12899 -0.54
O 2.20944 0.57503 -3.73793 -0.52
F 0.67601 2.15176 -4.23114 -0.31
N -3.47594 1.43370 1.39767 -0.16
S -4.12318 -0.05897 1.99037 1.04
O -5.42957 -0.38692 1.44914 -0.58
O -3.79730 -0.47384 3.36971 -0.54
F -3.24732 -1.00121 1.06100 -0.25
S -3.84429 2.20634 2.62328 1.00
O -2.87054 2.28257 3.68789 -0.59
O -5.23349 2.30190 3.04056 -0.57
F -3.70228 3.65194 1.86172 -0.34

---

(2)
81
Properties=species:S:1:pos:R:3:mulliken_charge:R:1 method="wB97M-V/def2-TZVPD" total_energy_ev=-132693.8465 relative_energy_kcal_mol=0.0 lumo_ha=-0.0455 total_charge=0 homo_lumo_gap_ev=6.54 smiles="[H]/N=C/Cc1cc(CC=C)cc2nsnc12.O=S1(=O)OCCO1.O=S1(=O)OCCO1.O=S1(=O)OCCO1.O=S1(=O)OCCO1.O=S1(=O)OCCO1" homo_energy_ev=-7.78 fmax_ha_per_bohr=0.1250 multiplicity=1
H -0.17462 -2.19844 -0.16588 0.34
N 0.06751 -1.38050 -0.77644 -0.67
C 0.14817 -0.36270 0.07784 -0.10
C 0.55414 1.15965 -0.36616 -0.04
C 2.16551 1.24885 -0.08521 0.41
C 3.05785 -0.00528 -0.49832 -0.66
C 4.65278 -0.02145 -0.22802 0.61
C 5.53927 -1.31480 -0.67859 -0.80
C 5.42352 -2.55653 0.36111 -0.17
C 6.60633 -2.78407 1.21210 -0.63
C 5.31367 1.23468 0.44527 -0.96
C 4.39491 2.48054 0.82393 0.50
N 4.83389 3.74062 1.42036 -0.51
S 3.42742 4.70583 1.63123 0.14
N 2.11529 3.73001 1.03093 -0.56
C 2.81018 2.52346 0.59929 0.46
H -0.02713 -0.52070 1.21465 0.29
H 0.28803 1.38495 -1.46493 -0.07
H 0.01462 1.91695 0.33778 0.34
H 2.60265 -0.94507 -1.01360 0.29
H 5.09839 -1.63556 -1.70902 0.34
H 6.62985 -0.95991 -0.75416 0.37
H 4.46262 -3.19845 0.46816 0.33
H 6.84563 -2.03912 2.05404 0.25
H 7.31684 -3.69186 1.03657 0.24
H 6.44729 1.21149 0.63566 0.27
O 7.57971 3.92168 7.40386 -0.53
S 6.49703 4.57228 6.72227 1.08
O 5.52611 5.38237 7.39810 -0.53
O 5.71606 3.45928 5.83365 -0.33
C 5.73385 3.84752 4.45916 0.00
C 7.00239 4.67041 4.28803 -0.30
O 7.11500 5.43274 5.48960 -0.32
H 4.84292 4.45100 4.26412 0.14
H 5.72331 2.96746 3.81476 0.18
H 6.95835 5.32639 3.41792 0.30
H 7.88369 4.02599 4.21301 0.30
O 0.37123 -3.97129 0.98829 -0.51
S -0.76298 -4.85285 0.99443 1.09
O -1.13285 -5.65389 -0.13504 -0.57
O -2.06059 -4.00412 1.47563 -0.31
C -2.61843 -4.60649 2.64496 -0.07
C -1.45016 -5.28461 3.34628 -0.36
O -0.64734 -5.82062 2.29477 -0.34
H -3.36624 -5.33748 2.32736 0.15
H -3.09401 -3.85109 3.27285 0.34
H -1.77404 -6.07459 4.02500 0.32
H -0.84448 -4.55819 3.89706 0.29
O -2.91350 1.73826 -4.33180 -0.61
S -1.90763 2.61934 -3.80978 1.24
O -1.84858 3.00545 -2.42968 -0.53
O -1.88483 3.96223 -4.72581 -0.18
C -0.57916 4.13204 -5.28609 -0.46
C -0.00430 2.72741 -5.41010 -0.42
O -0.45044 2.04000 -4.24276 -0.29
H 0.01178 4.74019 -4.59448 0.29
H -0.64248 4.63845 -6.25101 0.35
H 1.08518 2.72643 -5.46465 0.35
H -0.41230 2.20987 -6.28379 0.29
O -7.02908 -5.70969 3.48828 -0.56
S -6.15969 -6.22853 2.47215 1.12
O -5.22577 -5.41019 1.75311 -0.53
O -7.06401 -7.04740 1.40049 -0.31
C -6.61112 -8.39957 1.32701 -0.33
C -6.02037 -8.70246 2.69678 -0.33
O -5.35751 -7.50053 3.08856 -0.30
H -5.84797 -8.46119 0.54570 0.28
H -7.43889 -9.06567 1.07831 0.31
H -5.32015 -9.53829 2.67237 0.32
H -6.80688 -8.90860 3.42907 0.29
O -3.62466 4.63167 -4.44095 -0.45
S -4.42854 5.09055 -5.53656 1.14
O -3.86538 5.63699 -6.73759 -0.60
O -5.53211 6.13636 -4.95820 -0.32
C -6.84341 5.66291 -5.26250 -0.38
C -6.72054 4.14637 -5.32740 -0.32
O -5.45822 3.90225 -5.94643 -0.32
H -7.13886 6.07650 -6.23131 0.29
H -7.55220 5.98722 -4.49870 0.31
H -7.52623 3.68812 -5.90229 0.31
H -6.69529 3.70899 -4.32466 0.29

---

(3)
60
Properties=species:S:1:pos:R:3:mulliken_charge:R:1 method="wB97M-V/def2-TZVPD" total_energy_ev=-49311.6691 relative_energy_kcal_mol=3.2 lumo_ha=-0.0063 total_charge=0 homo_lumo_gap_ev=7.84 smiles="CCOc1ccc([C@H]2C(C#N)=C(N)N(c3sc4c(c3C#N)CCCC4)C3=C2C(=O)CCC3)cc1" homo_energy_ev=-8.02 fmax_ha_per_bohr=0.0273 multiplicity=1
C -1.30560 -4.63860 0.09528 -0.54
C -2.41223 -4.57658 1.14470 -0.46
O -3.43036 -3.66115 0.79843 -0.50
C -3.16416 -2.32527 0.83084 0.61
C -2.07341 -1.73456 1.45637 -0.47
C -1.91025 -0.36060 1.41795 -0.19
C -2.82088 0.45214 0.76511 -0.43
C -2.60728 1.94565 0.59506 0.76
C -1.74028 2.55851 1.66102 -0.62
C -2.33821 3.13172 2.78720 -0.83
N -2.80764 3.62234 3.71610 -0.59
C -0.38875 2.53451 1.54888 0.94
N 0.46089 2.89861 2.56666 -0.46
N 0.19903 2.06087 0.36441 0.75
C 1.40845 1.38757 0.36612 0.31
S 2.89735 2.06814 0.96400 -0.47
C 3.77929 0.63501 0.52475 0.47
C 2.98377 -0.29328 -0.06162 0.11
C 1.62295 0.13138 -0.16273 0.14
C 0.61820 -0.66633 -0.73024 -0.27
N -0.17055 -1.34673 -1.21203 -0.67
C 3.50202 -1.61142 -0.54081 -0.53
C 4.86472 -1.90423 0.08611 -0.88
C 5.77949 -0.68671 -0.03061 -0.77
C 5.23233 0.47359 0.80418 -0.65
C -0.57129 2.10844 -0.80475 0.43
C -1.91540 2.15424 -0.73251 0.10
C -2.76070 2.36634 -1.91038 0.20
O -3.96428 2.49633 -1.82542 -0.64
C -2.04642 2.44451 -3.24424 -0.86
C -0.71931 1.70194 -3.23234 -0.77
C 0.15345 2.25097 -2.11010 -1.10
C -3.92737 -0.13999 0.16426 -0.62
C -4.09964 -1.50523 0.19763 -0.78
H -0.53634 -5.33924 0.40964 0.35
H -1.71804 -4.96745 -0.85502 0.29
H -0.86015 -3.65700 -0.05226 -0.05
H -2.92511 -5.54058 1.20816 0.33
H -1.99920 -4.34507 2.13506 0.30
H -1.33476 -2.32659 1.97404 0.31
H -1.05231 0.06745 1.91770 0.43
H -3.58448 2.43813 0.56634 1.09
H 1.32244 3.35968 2.31763 0.15
H -0.01048 3.30663 3.36089 0.28
H 2.78605 -2.40056 -0.29950 0.40
H 3.59163 -1.58104 -1.63196 0.30
H 5.31817 -2.76287 -0.41037 0.37
H 4.73381 -2.15514 1.14081 0.33
H 6.78528 -0.93585 0.30941 0.35
H 5.84223 -0.38321 -1.07770 0.33
H 5.76973 1.39751 0.57770 0.42
H 5.37668 0.26575 1.87003 0.31
H -2.71543 2.05881 -4.01453 0.41
H -1.87882 3.50586 -3.45659 0.30
H -0.21322 1.81800 -4.19205 0.34
H -0.89353 0.63738 -3.06137 0.30
H 1.11631 1.74033 -2.08941 0.29
H 0.35079 3.31610 -2.28317 0.43
H -4.64688 0.48040 -0.34874 0.49
H -4.95233 -1.96954 -0.27198 0.44

---

(4)
20
Properties=species:S:1:pos:R:3:mulliken_charge:R:1 method="wB97M-V/def2-TZVPD" total_energy_ev=-6890.1733 relative_energy_kcal_mol=131.2 lumo_ha=-0.2827 total_charge=+1 homo_lumo_gap_ev=5.27 homo_energy_ev=-12.96 fmax_ha_per_bohr=0.0709 multiplicity=1
C 1.80389 -0.39213 0.74320 -0.70
C 1.34910 0.75104 -0.15780 -0.74
C -0.11434 0.81651 -0.62251 -0.78
C -1.08985 0.39404 0.53818 -0.14
C -2.38265 -0.09138 -0.03023 -0.54
N 1.74487 -1.87643 0.38489 -0.58
H 1.19049 -0.22289 1.61374 0.27
H 2.84733 -0.12185 0.94715 0.37
H 1.47300 1.64906 0.45037 0.30
H 2.04541 0.81648 -0.99582 0.42
H -0.35600 1.88390 -0.70744 0.37
H -0.28646 0.27687 -1.54531 0.52
H -0.73977 -0.28683 1.32306 0.37
H -1.28824 1.38244 0.96562 0.31
H -3.24437 0.51766 0.21428 0.36
H -2.55651 -1.16396 0.13021 0.41
H -2.39179 0.04013 -1.27711 -0.41
H 2.63691 -2.17588 0.74400 0.30
H -2.52448 -0.17991 -2.11303 0.66
H 1.88347 -2.01688 -0.60544 0.24